Record 1
The following is a DFT calculation (wB97M-V/def2-TZVPD) of 2 unconnected molecules or ions with the total composition C4H2F4.

```
10
C4H2F4 wB97M-V/def2-TZVPD
C 1.63566 1.34700 0.35230
F -1.75825 1.09025 1.24007
F 2.11848 0.66142 -0.58833
H -0.79508 -2.59269 -0.15226
F 1.15472 2.46576 -0.18321
C -0.54515 -0.66466 0.16852
H 1.09595 -2.03016 0.05833
C -1.25342 0.46636 0.14269
C 0.00746 -1.85703 -0.06563
F -1.66037 1.11377 -0.97248
```

## Properties
Highest occupied orbital energy = -9.7805 eV
Energy above the lowest of the compared OMol25 structures with the same formula, charge and spin = 62.8 kcal/mol
Orbital gap = 10.148 eV
Spin multiplicity = 1


Record 2
The following is a DFT calculation (wB97M-V/def2-TZVPD) of a single C16H19N5OS2 molecule.

```
43
C16H19N5OS2 wB97M-V/def2-TZVPD
N 1.33097 -1.12979 3.70588
H -0.38591 -2.64296 5.38876
H 0.89589 3.45638 -1.67654
C -1.58327 2.24539 -1.70494
C 2.44012 0.05233 0.53729
H 0.18521 5.63022 -2.61517
H 1.15317 3.48467 -3.42644
O 0.71488 -1.34027 1.60747
N 2.17848 -0.41580 2.95044
C -0.50154 2.25512 -2.78700
C -0.62460 -2.51475 3.25942
C 1.06172 0.53948 -1.74944
N 1.60262 -0.59453 -2.10474
C -0.24780 0.16928 -5.07079
H 0.03688 -0.71232 -5.63692
H 0.07464 1.05896 -5.61123
C -0.95245 -2.93276 4.52392
H -0.92275 4.81404 -3.72029
H 2.60034 -0.67638 -0.26074
C -2.42245 3.51568 -1.79909
H -2.93648 3.54417 -2.76313
N 0.28016 1.03859 -2.75319
H -2.50294 -4.19326 5.42723
H -2.21460 1.36155 -1.82444
S -1.71779 -3.14372 2.07130
H -2.14356 5.65322 -1.73704
H -0.98623 2.28273 -3.76957
C -1.53672 4.74967 -1.65788
C 0.46539 -1.67181 2.89601
H 3.36087 0.54797 0.83629
C -2.08653 -3.76192 4.53510
H -1.33234 0.19268 -4.96854
S 1.33704 1.31366 -0.21180
C -0.45552 4.75535 -2.73397
C 0.40672 0.09481 -3.74520
C 1.80696 -0.55118 1.71749
H -3.45752 -4.54662 3.01489
C -2.60264 -3.96172 3.29094
C 0.39091 3.48955 -2.64372
N 1.18898 -0.86639 -3.35185
H -1.06547 4.74442 -0.67318
H -3.18161 3.50892 -1.01564
H -1.10845 2.19507 -0.72351
```

## Properties
Highest occupied orbital energy = -8.3699 eV
Orbital gap = 8.642 eV
Spin multiplicity = 1


Record 3
The following is a DFT calculation (wB97M-V/def2-TZVPD) of 10 unconnected molecules or ions with the total composition C5H30N2O9.

```
46
C5H30N2O9 wB97M-V/def2-TZVPD
O 2.17736 -2.27738 3.41449
H -2.67401 2.65591 -0.03995
O -0.96879 0.30306 4.32462
H -2.23222 -0.98329 -2.26391
H 4.47307 -2.64236 -2.35860
H 3.33704 -3.58209 -2.77385
H 1.89663 -2.74102 4.22119
O -2.23357 2.86150 -3.86149
H -1.91645 1.12599 2.11900
H -1.94837 1.54398 -0.82225
O -1.93020 -3.68678 1.37951
H 3.34984 -2.48676 0.50360
O -2.56260 1.68292 1.64258
O 0.11610 -0.64462 2.23976
H 1.57951 -1.61246 -2.54320
H 4.00093 -1.29533 -0.48991
C 1.93053 0.47612 -0.02654
O 0.68694 -1.27289 -2.35199
H 3.08506 -2.60961 3.38506
H -0.77417 -0.88810 1.95450
H -1.33716 -4.13175 0.76942
H 0.01953 -0.78290 3.21683
H -0.53293 2.92923 0.52658
H 2.80335 1.12699 -0.06802
H -1.56097 -0.03180 5.00991
H 0.23077 1.83001 -2.22891
H -1.35304 2.89772 -4.25420
C -0.55544 3.02713 -0.57760
H -2.95795 2.19742 2.35830
C 3.09408 -1.52360 0.06383
C 0.47076 2.08217 -1.18854
O 3.54502 -2.84779 -2.17966
C 0.72418 0.84391 -0.44284
H -0.13988 0.18305 -0.28112
H 1.45898 2.65964 -1.39011
H -0.56688 1.09495 4.70342
H -3.53903 -0.54415 -1.77810
O -2.61176 -0.27318 -1.71945
H 1.55735 -0.99338 1.36549
H -2.82738 -3.76341 1.03505
H 0.20256 -1.22074 -3.18728
N -1.98011 2.54943 -0.80949
H -0.36307 4.01994 -0.91248
H -2.81880 2.67899 -4.60891
N 2.17249 -0.79835 0.55683
H -2.52729 2.86368 -1.63162
```

## Properties
Highest occupied orbital energy = -15.8575 eV
Energy above the lowest of the compared OMol25 structures with the same formula, charge and spin = 68.2 kcal/mol
Net charge = +2
Orbital gap = 9.765 eV
Spin multiplicity = 1


Record 4
The following is a DFT calculation (wB97M-V/def2-TZVPD) of 8 unconnected molecules or ions with the total composition C3H22O8.

```
33
C3H22O8 wB97M-V/def2-TZVPD
H 2.42301 3.06079 2.32011
H -1.29846 -2.42620 0.40764
H 0.90817 -3.49655 -0.24465
H 0.39849 0.90741 -0.50803
H -2.88995 1.80302 -4.22638
H 2.29952 1.63536 1.73538
H 1.86472 -3.82967 -1.71040
O 0.59564 -1.56299 3.60446
O 1.80164 2.46695 1.88714
O -1.59396 -0.88385 1.72885
C -2.14283 -1.89396 0.83628
H -2.34214 -0.44058 2.13904
H 3.71490 -0.44576 0.47468
O -2.51271 2.60714 -3.85996
H 0.71313 2.71353 0.46814
H -2.61338 -2.65590 1.46698
O 0.53205 2.66996 -0.50509
C -2.14874 2.33094 -2.51719
H 0.32303 -0.89392 4.24012
H 0.33294 -1.51487 -1.46480
O 3.12938 0.13424 0.96999
O 0.31572 -0.04134 -0.24260
H -1.56168 3.13570 -2.08014
H 0.88882 3.48748 -0.86387
H 0.18014 -1.29208 2.77050
H -0.30339 -0.04429 0.50906
H -3.06880 2.26462 -1.91597
H 2.24020 -0.00054 0.58062
H -2.84694 -1.42982 0.15441
O 0.55013 -2.32843 -1.95576
H -1.56903 1.41612 -2.35894
C 1.43146 -3.04573 -1.08924
H 2.24891 -2.40679 -0.75038
```

## Properties
Highest occupied orbital energy = -9.9323 eV
Energy above the lowest of the compared OMol25 structures with the same formula, charge and spin = 38.6 kcal/mol
Orbital gap = 10.155 eV
Spin multiplicity = 1


Record 5
The following is a DFT calculation (wB97M-V/def2-TZVPD) of a molecular structure, C39H26N6SV.

```
73
C39H26N6SV wB97M-V/def2-TZVPD
C -13.53039 -10.28314 6.57906
C -12.44331 -3.04956 11.28238
H -15.58088 -3.18782 7.97070
C -14.20636 -2.99780 9.62578
H -13.18738 -8.23515 3.88137
C -14.13361 -5.83125 9.59012
C -13.24735 -5.13018 10.42743
H -10.58873 -5.08159 6.33016
H -15.31842 -13.35280 11.57767
C -11.66202 -6.78792 5.55105
C -14.98726 -3.66348 8.72161
N -14.20204 -7.22656 9.61392
C -13.10889 -8.63033 4.90138
H -10.24452 -6.11621 8.53342
H -15.10768 -8.95000 8.97840
N -11.35986 -8.26009 9.51594
C -12.28227 -8.50246 7.21510
C -11.01436 -6.09476 6.53056
C -7.93179 -9.66120 10.15934
N -13.48933 -9.93658 11.23096
C -13.60586 -12.29513 10.75567
C -11.46871 -7.81564 8.21772
H -12.19971 -8.01257 13.99611
N -12.23027 -5.81419 11.06879
C -12.97995 -11.04634 10.65152
C -15.12954 -7.83735 8.87453
H -13.20728 -13.12944 10.18460
C -10.80940 -6.64722 7.78009
H -12.19931 -10.91302 9.94228
H -8.77518 -8.79276 8.39269
H -16.67824 -7.69785 7.39784
H -7.16631 -10.19005 9.58693
H -16.13046 -11.31091 12.91048
C -14.86848 -6.46766 13.06033
C -10.13253 -8.61975 11.51190
H -14.20705 -1.92822 9.67265
H -12.48319 -1.97002 11.31993
C -15.93528 -7.14190 7.99097
H -10.59981 -5.69124 12.32584
H -8.02561 -9.08436 14.16926
C -8.93355 -8.83579 13.59533
C -13.69245 -9.81801 5.26288
C -12.35350 -7.94981 5.88994
H -7.15345 -10.22822 12.07431
C -11.48059 -3.72021 11.96776
C -8.96060 -9.03353 12.21015
V -12.96564 -7.85565 10.95649
C -7.95802 -9.74728 11.54339
C -13.29013 -3.71774 10.40725
C -11.27279 -8.22032 13.48532
C -14.79690 -12.38542 11.52702
N -12.91805 -9.65208 7.55408
N -11.29565 -8.29390 12.14796
C -14.30454 -7.58866 12.33017
C -15.95602 -6.84925 13.75574
H -11.70732 -6.45329 4.50888
H -14.47425 -5.47792 13.02070
C -14.96452 -8.78936 12.65076
C -10.12227 -8.48898 14.24081
C -15.27226 -11.25600 12.22945
H -16.60995 -6.20830 14.28475
C -11.41879 -5.10869 11.85469
C -14.60780 -10.04753 12.01457
C -14.96716 -5.07196 8.70142
C -8.93475 -9.00097 9.44474
H -13.90475 -11.26243 6.85288
H -10.69182 -3.22187 12.58466
C -10.11822 -8.59573 10.09701
H -10.12373 -8.33314 15.34687
S -16.33968 -8.51029 13.68868
C -15.85302 -5.78450 7.90167
H -16.46759 -5.23077 7.16498
H -14.17540 -10.48435 4.56112
```

## Properties
Highest occupied orbital energy (spin up / spin down) = -5.4449 / -6.4149 eV
Orbital gap (spin up / spin down) = 5.211 / 6.135 eV
Spin multiplicity = 4


Record 6
The following is a DFT calculation (wB97M-V/def2-TZVPD) of 4 unconnected molecules or ions with the total composition C30H30N2O14SSi.

```
78
C30H30N2O14SSi wB97M-V/def2-TZVPD
O -4.81824 -3.51541 -3.39047
Si 0.39193 -0.91306 2.74544
N -0.46094 -0.62343 1.24671
H 0.17357 -1.32560 5.84222
C 2.37235 5.66088 1.89890
H 7.37590 -0.02597 3.92309
C -5.59029 -2.65390 -3.77184
C -6.37191 -1.81750 -2.88743
C 0.27538 -3.77380 -6.60504
C -0.35552 -2.57759 -0.28508
C -7.35778 -0.72812 -4.90883
O 2.12732 1.92233 1.74896
C -0.85230 0.78774 1.01944
C -5.72632 -2.45947 -5.26891
C 0.57075 -3.37091 -4.15522
H -0.02329 1.40688 0.68520
H -1.38831 -2.38219 3.56892
C 2.31795 1.17643 2.69731
H 0.40877 -2.81743 5.16023
H -6.25833 -1.95470 -1.82154
H 2.35648 -2.92085 -6.66753
C -1.05433 -4.31529 -6.40086
H 0.47982 -3.14466 -0.68352
C 3.70995 0.81240 3.08230
C 1.06456 -3.31252 -5.40078
S 1.85752 -2.41638 2.31845
H -0.78348 -3.06278 0.58717
C 1.16955 0.62864 3.48681
C 4.60930 0.51222 2.06326
H 5.79544 0.51583 5.73612
C 4.13220 0.80122 4.40946
H 3.44164 1.04262 5.20666
H 1.12813 -3.03454 -3.29194
C -7.20377 -0.90882 -3.41589
C 5.92252 0.20091 2.37080
O 2.41481 4.73950 1.11380
C 5.44906 0.50219 4.71188
O -1.31766 -3.98871 -2.87471
H -1.60853 -4.65262 -7.26541
C 2.21422 7.05386 1.50978
H -8.46024 0.44576 -3.34480
C 6.34363 0.20028 3.69475
C 2.46932 6.29836 4.31358
O 0.81435 -3.66151 -7.68942
O 2.31629 8.62524 4.69007
O 2.60705 4.05530 3.68191
O 0.90517 -0.58433 -0.62078
C -0.76190 -3.89711 -3.95473
H 2.60591 3.51629 2.85944
H -4.44469 -3.81773 -5.39262
N -0.24199 -2.05777 5.28739
H 2.08278 9.74418 3.07006
H 2.55370 6.07900 5.36865
H -1.29889 1.19456 1.92389
C -0.81700 -1.57179 4.02517
C 2.19392 8.00385 2.45186
C -1.54311 -4.37413 -5.15650
C 0.12484 -1.19538 0.06817
H 4.27076 0.53173 1.03709
O -7.96155 -0.09571 -2.70060
C 2.48777 5.33704 3.37584
C 2.33224 7.68165 3.91809
O 2.05580 9.29897 2.20041
O 2.26752 -2.85189 -5.69666
H 0.44174 1.42185 3.66364
H -1.13025 -2.46219 -1.04108
C -6.56303 -1.55078 -5.79305
O -8.15516 0.11650 -5.27362
H 6.61579 -0.02286 1.57124
H 1.52548 0.30724 4.47037
H 2.11868 7.27622 0.45653
H -6.66953 -1.40536 -6.85858
H -1.62025 0.81136 0.24462
H -1.54489 -0.79639 4.27723
O -2.74758 -4.84586 -4.85599
H -2.85377 -4.75271 -3.88534
O -4.96167 -3.25115 -6.00160
H 2.05470 -2.81814 3.57746
```

## Properties
Highest occupied orbital energy = -8.8927 eV
Orbital gap = 7.335 eV
Spin multiplicity = 1


no.,DFT total energy (hartree),F_max (eV Å⁻¹)
1,-552.905994,2.55
2,-1766.483328,1.68
3,-994.592894,3.38
4,-729.371624,1.61
5,-3172.557885,4.15
6,-3011.801557,0.84